[1]
Molecular formula: C4H4N2O3SSi
Method: DFT, ωB97M-V with the def2-TZVPD basis set

Last column: natural (NBO) charge in e.
Cartesian coordinates (Å):
C: -1.6695 1.0109 0.4987  -0.974
Si: -0.1724 -0.4003 0.5202  1.858
N: -0.5480 -1.9231 0.9696  -0.385
O: -0.3550 -2.9667 0.2485  -0.114
O: -0.1999 -0.6185 -1.0641  -0.839
C: 0.4306 -1.1857 -1.9852  0.677
O: 1.3534 -2.0469 -2.1216  -0.581
C: 1.4781 0.5411 0.7469  -0.699
S: 2.8993 0.4550 -0.0196  0.314
C: 1.2100 1.6862 1.5338  0.177
N: 1.1154 2.5690 2.2511  -0.232
H: -2.1928 0.9178 1.4036  0.231
H: -1.0757 2.0041 0.3732  0.247
H: -2.2556 0.7931 -0.3347  0.238
H: -0.0180 -0.8359 -3.0204  0.083

Summary:
**LUMO energy (alpha / beta)**: -2.532 / -2.487 eV
**ΔE to the lowest compared entry with this formula, charge and spin**: 39.8 kJ/mol
**Molar mass**: 188.24 g mol⁻¹
**SMILES string**: C[Si@@](N=O)(OC=O)C(=S)C#N
**E_tot**: -1177.5768 hartree
**HOMO-LUMO gap (alpha / beta)**: 7.4 / 7.3 eV



[2]
Molecular formula: C14H20Cl2N2O2PSeSn
Method: DFT, ωB97M-V with the def2-TZVPD basis set

Last column: natural (NBO) charge in e.
Cartesian coordinates (Å):
C: -0.5761 -3.9090 -5.4430  -0.752
C: -0.9373 -2.6666 -4.6838  0.671
H: -1.4025 -4.4304 -5.8897  0.342
H: -0.0842 -4.5889 -4.7695  0.274
H: 0.1700 -3.7195 -6.1972  0.332
O: -1.1274 -1.5249 -5.0790  -0.321
Cl: 2.1100 -4.0804 -1.6713  -0.367
Sn: 0.5255 -2.5203 -2.5418  1.337
P: -0.1284 1.2266 -2.8825  1.309
C: -1.5160 2.4009 -2.9753  -0.991
C: 1.1793 2.4618 -2.5194  -0.962
H: 1.0378 0.4553 -4.8842  0.261
H: 0.3680 2.1167 -5.0836  0.288
H: -0.7123 0.6628 -5.1957  0.256
C: 0.1679 1.1031 -4.7036  -0.958
H: 2.1430 1.9507 -2.5445  0.266
H: 1.1593 3.2673 -3.2615  0.287
H: -1.3515 3.1520 -3.7507  0.293
H: -1.6427 2.8997 -2.0152  0.262
H: 1.0226 2.8597 -1.5147  0.259
H: -2.4312 1.8535 -3.1989  0.259
C: -1.7601 0.3524 -0.7069  0.495
O: -2.7250 0.4857 -0.1061  -0.434
Cl: 2.2630 -0.6051 -2.7818  -0.462
C: 2.6011 0.7052 3.5872  -0.425
N: 1.2051 0.3188 3.5015  -0.284
C: 0.5528 -0.0383 2.3357  0.165
Se: 1.2257 -0.0615 0.6338  0.166
N: -0.7175 -0.3729 2.7471  -0.518
C: -0.8633 -0.2544 4.1237  0.239
C: -1.9093 -0.6076 4.9716  -0.248
C: -1.6806 -0.4353 6.3442  -0.100
C: -0.4586 0.0383 6.8406  -0.127
C: 0.6090 0.3586 5.9756  -0.198
C: 0.3531 0.1808 4.6016  0.152
H: 3.2539 -0.1688 3.7286  0.250
H: 2.7058 1.3664 4.4491  0.246
H: 2.8739 1.2199 2.6639  0.246
H: -1.4487 -0.6612 2.0984  0.443
H: -2.8377 -0.9799 4.5391  0.256
H: -2.4728 -0.6746 7.0579  0.266
H: -0.3185 0.1560 7.9142  0.268
H: 1.5750 0.7072 6.2861  0.256

Summary:
**Net charge**: +3
**LUMO energy (alpha / beta)**: -12.653 / -12.674 eV
**ΔE to the lowest compared entry with this formula, charge and spin**: 250.1 kJ/mol
**Molar mass**: 547.88 g mol⁻¹
**E_tot**: -4681.8161 hartree
**HOMO-LUMO gap (alpha / beta)**: 4.5 / 4.6 eV



[3]
Molecular formula: C2H2N2O
Method: DFT, ωB97M-V with the def2-TZVPD basis set

Last column: natural (NBO) charge in e.
Cartesian coordinates (Å):
C: 0.5247 1.1586 -0.2697  0.134
C: 0.3187 -0.1898 -0.0685  0.356
N: 0.5799 2.2854 -0.4065  -0.225
N: -0.2210 -1.2453 -0.7226  -0.301
O: 0.9193 -1.3882 0.1771  -0.312
H: -1.1762 1.0982 1.5682  -0.011
H: -0.9455 -1.7188 -0.2780  0.357

Summary:
**LUMO energy (alpha / beta)**: -0.765 / -1.173 eV
**ΔE to the lowest compared entry with this formula, charge and spin**: 777.3 kJ/mol
**Molar mass**: 70.05 g mol⁻¹
**E_tot**: -261.8678 hartree
**HOMO-LUMO gap (alpha / beta)**: 8.5 / 9.8 eV



[4]
Molecular formula: C24H20N3O7Pd
Method: DFT, ωB97M-V with the def2-TZVPD basis set

Last column: natural (NBO) charge in e.
Cartesian coordinates (Å):
Pd: 2.6597 -0.1781 -2.4802  1.053
O: 6.3188 0.3000 -2.3355  -0.580
C: 5.2966 0.0798 -1.7391  0.802
O: 4.4562 -0.9073 -1.9956  -0.735
C: 4.9930 0.9542 -0.4777  -0.377
C: 4.0822 0.2723 0.5572  0.089
C: 4.2301 0.9864 1.9083  -0.430
C: 3.4672 2.3055 1.6428  -0.428
C: 3.0055 2.0943 0.1968  0.090
O: 2.7517 0.6806 0.1564  -0.567
C: 4.2010 2.2531 -0.7712  -0.351
C: 3.6272 2.4500 -2.1841  0.798
O: 3.1690 3.5382 -2.4785  -0.639
O: 3.6296 1.4289 -3.0072  -0.704
H: 5.9913 1.1418 -0.0875  0.248
H: 4.1574 -0.8095 0.5874  0.222
H: 5.2742 1.1395 2.1755  0.220
H: 3.7539 0.4062 2.6981  0.210
H: 4.0839 3.1966 1.7483  0.220
H: 2.6047 2.4072 2.3012  0.208
H: 2.1186 2.6553 -0.0922  0.204
H: 4.7481 3.1739 -0.5778  0.251
C: -4.7422 -2.9993 5.1354  -0.270
O: -3.8943 -2.0713 4.4277  -0.410
C: -4.1454 -1.7538 3.1896  0.474
C: -5.2810 -2.2022 2.4691  -0.330
C: -5.4443 -1.8144 1.1746  -0.062
C: -4.4399 -1.0440 0.5260  0.073
C: -3.3248 -0.5484 1.2774  -0.153
C: -3.1948 -0.8836 2.5819  -0.243
N: -4.6373 -0.7801 -0.7659  -0.005
N: -3.7345 -0.3203 -1.5033  -0.111
C: -2.5230 -0.6996 -1.7428  0.240
C: -2.1171 -2.0948 -1.5406  -0.211
C: -0.8506 -2.4816 -1.7167  -0.182
C: 0.1759 -1.5060 -2.1005  0.494
O: 1.3512 -1.8130 -2.2343  -0.470
C: -0.2492 -0.1179 -2.3875  0.182
N: 0.7223 0.7209 -2.7536  -0.431
C: 0.4194 1.9677 -3.0915  0.104
C: -0.9004 2.4267 -3.0603  -0.203
C: -1.9065 1.5807 -2.6469  -0.108
C: -1.5755 0.2694 -2.2917  -0.139
H: -4.2405 -3.1835 6.0778  0.234
H: -4.8361 -3.9283 4.5758  0.201
H: -5.7197 -2.5546 5.3151  0.207
H: -6.0171 -2.8377 2.9371  0.255
H: -6.3043 -2.1335 0.6008  0.256
H: -2.6069 0.1118 0.8086  0.243
H: -2.3820 -0.5114 3.1900  0.261
H: -2.8779 -2.8125 -1.2629  0.246
H: -0.5424 -3.5091 -1.5762  0.263
H: 1.2487 2.6068 -3.3903  0.286
H: -1.1112 3.4427 -3.3614  0.257
H: -2.9382 1.9056 -2.6059  0.246

Summary:
**Net charge**: +1
**LUMO energy (alpha / beta)**: -6.557 / -6.557 eV
**ΔE to the lowest compared entry with this formula, charge and spin**: 56.9 kJ/mol
**Molar mass**: 568.86 g mol⁻¹
**E_tot**: -1745.0467 hartree
**HOMO-LUMO gap (alpha / beta)**: 3.9 / 3.9 eV



[5]
Molecular formula: C4H8NO3P
Method: DFT, ωB97M-V with the def2-TZVPD basis set

Last column: Mulliken spin population.
Cartesian coordinates (Å):
C: -1.0810 1.5591 0.4720  0.033
C: 1.7769 -0.3760 -1.3247  0.021
C: 1.1665 0.4371 -0.1680  -0.029
C: -0.3395 0.4063 0.0440  0.652
N: -0.5481 -1.0131 1.4552  1.107
O: -0.6718 2.5869 0.9613  0.179
O: -2.3398 1.2110 0.2301  0.032
O: -2.3841 -1.3288 -0.3271  0.010
P: -1.9325 -0.0077 -0.9314  0.054
H: 2.8544 -0.3269 -1.1512  -0.001
H: 1.4594 0.1457 -2.3354  0.000
H: 1.2600 -1.3465 -1.4345  0.000
H: 1.6827 0.2566 0.8562  0.045
H: 1.4633 1.4997 -0.3108  0.025
H: 0.3640 -1.5024 1.1616  -0.055
H: -2.2977 -1.7112 0.5347  -0.009
H: -0.4327 -0.4899 2.2680  -0.063

Summary:
**LUMO energy (alpha / beta)**: 0.562 / -3.261 eV
**Molar mass**: 149.09 g mol⁻¹
**2S+1**: 3
**E_tot**: -778.8701 hartree
**HOMO-LUMO gap (alpha / beta)**: 7.6 / 6.1 eV
**⟨S²⟩**: 2.0110



[6]
Molecular formula: CH4N2O
Method: DFT, ωB97M-V with the def2-TZVPD basis set

Last column: natural (NBO) charge in e.
Cartesian coordinates (Å):
N: -0.1023 2.3433 -1.0526  -0.729
C: -0.3343 1.2578 -0.5648  0.861
O: -0.5844 0.1353 -0.3250  -0.500
H: -0.7578 2.9919 -0.6072  0.406
N: 0.9902 -0.7444 1.2626  -1.108
H: 0.0723 -0.1472 1.0722  0.391
H: 0.7754 -1.7004 1.8679  0.338
H: 1.6094 -0.6054 1.9274  0.341

Summary:
**LUMO energy**: 0.476 eV
**ΔE to the lowest compared entry with this formula, charge and spin**: 290.5 kJ/mol
**Molar mass**: 60.06 g mol⁻¹
**SMILES string**: N=C=O.N
**E_tot**: -225.1813 hartree
**HOMO-LUMO gap**: 10.0 eV